Record 1
Computed, not measured: a molecular structure, C6H24N12O6Y at a distorted geometry, with ωB97M-V/def2-TZVPD.

Summary:
total charge: +3
HOMO-LUMO gap: 10.32 eV
energy above the lowest of the compared OMol25 structures with the same formula, charge and spin: 0.0 kcal per mole

Last column: Mulliken charge in e.
Element x y z (Å)
Y (-2.4217, -10.3070, 1.6828)  2.373
C (0.3866, -12.4673, 1.4156)  0.617
O (-0.5250, -11.6424, 1.7285)  -0.631
N (0.4569, -12.9650, 0.1702)  -0.383
N (1.1509, -13.0120, 2.3524)  -0.338
H (-0.2132, -12.8021, -0.5583)  0.204
H (1.1431, -13.6717, -0.0466)  0.189
H (0.9881, -12.8341, 3.3271)  0.200
H (1.8072, -13.7315, 2.0970)  0.203
C (-3.3932, -13.8451, 1.7471)  0.627
O (-3.0501, -12.6594, 1.9766)  -0.406
N (-4.5313, -14.3535, 2.2529)  -0.398
N (-2.6643, -14.6717, 0.9834)  -0.349
H (-5.0731, -13.7997, 2.8891)  0.219
H (-4.6959, -15.3367, 2.1276)  0.181
H (-2.9875, -15.6111, 0.8274)  0.182
H (-1.7587, -14.4152, 0.6395)  0.143
C (-3.7267, -8.3142, 4.2243)  0.582
O (-3.4952, -8.9046, 3.1407)  -0.437
N (-4.5979, -8.8619, 5.1084)  -0.386
N (-3.2158, -7.1410, 4.5946)  -0.376
H (-4.6153, -8.5524, 6.0660)  0.217
H (-4.9839, -9.7724, 4.9243)  0.221
H (-3.4150, -6.7212, 5.4887)  0.196
H (-2.9277, -6.4419, 3.9266)  0.241
C (-2.9396, -7.2514, -0.0349)  0.651
O (-2.7619, -8.4063, 0.4260)  -0.712
N (-2.5797, -6.9103, -1.2915)  -0.407
N (-3.6101, -6.3028, 0.6280)  -0.304
H (-2.1293, -7.5430, -1.9294)  0.220
H (-2.8978, -6.0469, -1.6947)  0.182
H (-3.7779, -5.4125, 0.1951)  0.207
H (-3.9604, -6.4734, 1.5519)  0.153
C (-5.9346, -10.5124, 0.9301)  0.426
O (-4.7051, -10.5286, 1.1465)  -0.529
N (-6.5408, -11.1490, -0.1047)  -0.485
N (-6.7904, -9.9121, 1.7902)  -0.333
H (-5.8587, -11.4848, -0.7761)  0.280
H (-7.2467, -10.5708, -0.5446)  0.269
H (-7.7339, -9.6798, 1.5336)  0.229
H (-6.3962, -9.4504, 2.5916)  0.162
C (-1.6557, -10.8610, 5.1074)  0.543
O (-2.1298, -10.9568, 3.9536)  -0.465
N (-0.8172, -9.8751, 5.5255)  -0.381
N (-2.0942, -11.6657, 6.0828)  -0.405
H (-0.4536, -9.8145, 6.4604)  0.178
H (-0.5541, -9.0973, 4.9449)  0.188
H (-1.5961, -11.8139, 6.9410)  0.206
H (-2.9189, -12.1744, 5.8055)  0.237


Record 2
Computed, not measured: a molecular structure, C25H28Cl4FN2O3SZr at a distorted geometry, with ωB97M-V/def2-TZVPD.

Summary:
total charge: -1
HOMO-LUMO gap: 6.84 eV
energy above the lowest of the compared OMol25 structures with the same formula, charge and spin: 30.2 kcal per mole

Last column: Mulliken charge in e.
Element x y z (Å)
Zr (-0.3777, -0.5343, -1.6474)  0.275
C (-0.0028, 3.2351, 1.5798)  -1.887
C (-0.6687, 1.9139, 1.9785)  1.306
C (-1.6143, 2.1522, 3.1625)  -1.738
C (0.3258, 0.8060, 2.3020)  1.828
C (1.2136, 1.0043, 3.3463)  -0.538
C (2.0851, 0.0108, 3.7356)  -1.587
C (2.0437, -1.2062, 3.0878)  -1.065
C (1.1616, -1.4797, 2.0405)  0.167
C (1.2348, -2.9323, 1.5814)  0.399
C (2.0998, -3.1118, 0.3266)  -1.343
C (-0.1156, -3.6441, 1.4375)  -1.340
C (0.3032, -0.4286, 1.5968)  -0.817
N (-0.6248, -0.4840, 0.5031)  2.337
C (-1.9374, -0.6229, 0.8278)  0.495
C (-2.4342, -0.9421, 2.1113)  -1.256
C (-3.7828, -1.1258, 2.3435)  -0.968
C (-4.7223, -0.9912, 1.3299)  -0.653
C (-4.2794, -0.6598, 0.0578)  -0.726
C (-2.9383, -0.4829, -0.1506)  0.467
F (-2.5288, -0.0894, -1.4389)  -0.194
H (-0.7600, 3.9458, 1.2336)  0.405
H (0.7349, 3.0759, 0.7946)  0.473
H (0.5104, 3.6865, 2.4324)  0.434
H (-1.2756, 1.5723, 1.1409)  -0.279
H (-1.0663, 2.5155, 4.0345)  0.322
H (-2.1309, 1.2314, 3.4303)  0.344
H (-2.3686, 2.8971, 2.8985)  0.463
H (1.2150, 1.9502, 3.8771)  0.332
H (2.7656, 0.1647, 4.5643)  0.361
H (2.7016, -2.0001, 3.4230)  0.382
H (1.7623, -3.4389, 2.3969)  0.493
H (1.5206, -2.9352, -0.5723)  0.116
H (2.4679, -4.1380, 0.2813)  0.466
H (2.9551, -2.4330, 0.3339)  0.299
H (-0.5888, -3.4138, 0.4897)  0.027
H (-0.7887, -3.3815, 2.2561)  0.264
H (0.0503, -4.7232, 1.4571)  0.510
H (-1.7233, -1.0652, 2.9175)  0.778
H (-4.1124, -1.3863, 3.3424)  0.420
H (-5.7768, -1.1276, 1.5228)  0.377
H (-4.9543, -0.5372, -0.7788)  0.480
Cl (2.2829, 0.2415, -7.7443)  -0.227
C (2.0870, 0.0649, -6.0385)  0.242
C (3.1772, -0.2471, -5.2417)  0.482
Cl (4.7439, -0.4432, -5.9424)  -0.234
C (3.0053, -0.3930, -3.8621)  -0.029
Cl (4.3443, -0.7965, -2.8458)  -0.219
C (1.7617, -0.2401, -3.2683)  -0.358
O (1.5670, -0.3616, -1.9567)  0.007
C (0.6339, 0.0951, -4.0838)  0.232
O (-0.5286, 0.2702, -3.4896)  -0.648
C (0.8300, 0.2392, -5.4551)  0.185
Cl (-0.5452, 0.6386, -6.4198)  -0.229
C (-1.6561, 2.6820, -2.0998)  -0.981
O (-0.7584, 1.9652, -1.2451)  -0.176
H (-1.2069, 3.6145, -2.4458)  0.364
H (-2.5948, 2.8980, -1.5815)  0.288
H (-1.8523, 2.0468, -2.9582)  0.308
H (-0.3400, 2.5808, -0.6366)  0.168
N (2.4599, 1.9731, -0.3866)  -0.556
H (1.9282, 1.1149, -0.5160)  -0.067
H (2.9501, 2.1076, -1.2647)  0.280
H (3.1695, 1.7515, 0.3047)  0.245
S (-1.0372, -2.6488, -2.4100)  -0.708


Record 3
Computed, not measured: a molecular structure, C22H43N2P3RuS at a distorted geometry, with ωB97M-V/def2-TZVPD.

Summary:
2S+1: 5
total charge: +4
HOMO-LUMO gap (spin up / spin down): 6.45 / 5.83 eV
expectation value of S²: 6.059

Last column: Mulliken charge in e.
Element x y z (Å)
Ru (-0.3788, -0.6306, -0.0220)  0.271
P (-1.2758, -2.1317, 1.4100)  1.121
P (-0.3244, -1.6538, -2.0498)  0.988
P (-2.1507, 0.6375, -0.2295)  1.402
H (2.1699, 0.3624, -0.0584)  0.176
C (1.2895, 0.7251, 0.4839)  -0.412
C (0.8782, 0.1188, 1.7164)  -0.768
H (1.4681, -0.6923, 2.1623)  0.312
C (-0.1719, -3.2105, 2.3820)  -1.271
C (-2.4154, -3.3261, 0.6200)  -1.330
C (-2.2544, -1.4339, 2.8021)  -1.457
C (0.7632, -0.5974, -3.0724)  -1.196
C (0.4168, -3.2963, -2.3298)  -1.323
C (-1.9019, -1.8810, -2.9651)  -1.310
C (-2.3025, 1.7152, 1.2301)  -1.331
C (-3.8132, -0.0971, -0.3454)  -1.317
C (-2.0259, 1.5899, -1.7853)  -1.202
H (1.0387, 1.7712, 0.3334)  -0.117
H (0.2722, 0.7084, 2.4120)  0.470
H (0.7732, -2.6966, 2.5839)  0.311
H (0.0390, -4.1348, 1.8327)  0.314
H (-0.6698, -3.4583, 3.3293)  0.571
H (-1.8754, -3.9147, -0.1342)  0.299
H (-3.2593, -2.8080, 0.1470)  0.343
H (-2.7999, -4.0077, 1.3922)  0.486
H (-1.6338, -0.7195, 3.3559)  0.421
H (-2.5109, -2.2639, 3.4725)  0.577
H (-3.1727, -0.9456, 2.4620)  0.339
H (0.7458, -0.9250, -4.1192)  0.492
H (1.7879, -0.6872, -2.6904)  0.340
H (0.4482, 0.4497, -3.0095)  0.197
H (0.2852, -3.5888, -3.3819)  0.590
H (-0.0739, -4.0494, -1.7015)  0.366
H (1.4870, -3.2761, -2.0940)  0.343
H (-1.7018, -2.4050, -3.9083)  0.540
H (-2.3879, -0.9283, -3.1910)  0.306
H (-2.5829, -2.5038, -2.3725)  0.356
H (-3.0822, 2.4658, 1.0641)  0.510
H (-1.3606, 2.2373, 1.4366)  0.256
H (-2.5640, 1.1201, 2.1108)  0.328
H (-4.5542, 0.6887, -0.5387)  0.545
H (-4.0878, -0.5942, 0.5908)  0.342
H (-3.8567, -0.8191, -1.1675)  0.309
H (-2.6870, 2.4658, -1.7664)  0.476
H (-2.2891, 0.9636, -2.6464)  0.324
H (-0.9977, 1.9484, -1.9295)  0.141
C (-0.0266, 5.6285, -0.2007)  0.438
C (0.0227, 6.4487, -1.3604)  -0.109
C (0.4733, 7.7685, -1.2728)  -0.576
C (0.8233, 8.3118, -0.0257)  -0.379
C (0.6802, 7.5390, 1.1377)  -0.467
C (0.2315, 6.2211, 1.0515)  -0.206
S (-0.7111, 4.0242, -0.2925)  -0.122
H (0.2416, 3.0138, -0.4467)  0.158
H (-0.3473, 6.0330, -2.3018)  0.441
H (0.5453, 8.3769, -2.1852)  0.422
H (1.1950, 9.3325, 0.0368)  0.447
H (0.9115, 7.9666, 2.1108)  0.443
H (0.0205, 5.6302, 1.9404)  0.425
N (4.1393, -1.0738, 1.2767)  -0.144
C (3.8507, -2.3580, 0.9917)  0.860
C (4.8801, -3.3517, 0.9809)  -0.738
C (4.5478, -4.6611, 0.6213)  -0.502
C (3.2149, -4.9302, 0.2805)  -1.158
C (2.2871, -3.8909, 0.3334)  -0.143
N (2.5669, -2.6401, 0.6940)  0.273
H (3.3891, -0.3797, 1.3162)  0.117
H (5.0649, -0.8279, 1.5887)  0.290
H (5.8853, -3.0286, 1.2420)  0.450
H (5.3021, -5.4460, 0.6065)  0.486
H (2.8714, -5.9162, -0.0184)  0.499
H (1.2402, -4.0818, 0.0741)  0.665


Record 4
Computed, not measured: C7H7BN2O2 in the gas phase at a distorted geometry, with ωB97M-V/def2-TZVPD.

Summary:
HOMO-LUMO gap: 9.39 eV
energy above the lowest of the compared OMol25 structures with the same formula, charge and spin: 3.9 kcal per mole
SMILES: OB(O)c1cccc2[nH]cnc12

Last column: Mulliken charge in e.
Element x y z (Å)
N (-0.2360, -0.9466, 1.7118)  -0.654
O (-0.2404, -3.0426, -0.5283)  -0.672
O (-0.1823, -2.1209, -2.7535)  -0.573
B (-0.1126, -1.9447, -1.3587)  0.583
C (-0.3364, -0.1063, 2.7291)  -0.367
C (0.4765, 1.8121, -1.2609)  -0.510
C (0.3591, 0.4546, -1.6440)  -0.495
C (0.2841, 2.2218, 0.0381)  -0.748
C (-0.0769, -0.1517, 0.6260)  0.913
C (0.0951, -0.5264, -0.7005)  0.029
C (0.0354, 1.2370, 0.9933)  0.006
N (-0.1668, 1.2164, 2.3480)  -0.130
H (-0.3129, -2.5468, 0.3148)  0.471
H (-0.4605, -3.0403, -2.8983)  0.287
H (-0.5233, -0.4474, 3.7360)  0.448
H (0.9017, 2.5271, -1.9647)  0.331
H (0.5189, 0.1749, -2.6703)  0.459
H (0.4824, 3.2280, 0.3798)  0.366
H (-0.5051, 2.0018, 2.9024)  0.256


Record 5
Computed, not measured: 9 unconnected molecules or ions with the total composition C29H42N2O21 at a distorted geometry, with ωB97M-V/def2-TZVPD.

Summary:
HOMO-LUMO gap: 10.58 eV
energy above the lowest of the compared OMol25 structures with the same formula, charge and spin: 90.7 kcal per mole
SMILES: O=C1OCCO1.O=C1OCCO1.O=C1OCCO1.O=C1OCCO1.O=C1OCCO1.O=C1OCCO1.O=C1OCCO1.CCCC#N.CCCC#N

Last column: Mulliken charge in e.
Element x y z (Å)
C (0.5793, -7.1583, 3.1283)  -0.386
C (0.9992, -7.7880, 1.8158)  -0.316
O (1.0761, -6.5525, 0.9954)  -0.367
C (0.3198, -5.5748, 1.5194)  0.617
O (-0.0456, -4.5573, 0.9454)  -0.477
O (-0.0953, -6.0119, 2.6487)  -0.236
H (1.4449, -6.8733, 3.7263)  0.289
H (-0.1086, -7.8066, 3.6711)  0.309
H (0.2071, -8.3842, 1.3627)  0.280
H (1.9868, -8.2194, 1.9788)  0.294
C (-1.9712, 0.1957, -4.9433)  -0.317
C (-1.4224, -0.6655, -3.8783)  0.501
O (-2.5618, -1.0302, -3.1739)  -0.227
C (-3.5987, -0.9939, -3.9509)  0.648
O (-4.6565, -1.4049, -3.6361)  -0.551
O (-3.2923, -0.3432, -5.0125)  -0.372
H (-1.4565, 0.0092, -5.8859)  0.337
H (-2.0536, 1.2109, -4.5551)  0.330
H (-0.6156, -0.1557, -3.3517)  -0.523
H (-0.8337, -1.5481, -4.1283)  0.184
C (2.7761, 1.8270, -3.1480)  0.305
C (2.3719, 0.5126, -3.7277)  0.504
O (3.5873, -0.1954, -3.6758)  -0.380
C (4.6199, 0.5689, -3.4902)  0.708
O (5.8295, 0.2423, -3.4699)  -0.597
O (4.1904, 1.8386, -3.3443)  -0.399
H (2.3298, 2.0415, -2.1770)  -0.180
H (2.2150, 2.4440, -3.8499)  0.339
H (2.1070, 0.5909, -4.7821)  0.355
H (1.4505, 0.2102, -3.2302)  -0.571
C (-0.9535, 4.5612, 1.9648)  0.409
C (-0.1280, 3.9189, 3.0689)  -0.192
O (0.6133, 5.0218, 3.5752)  -0.388
C (0.0932, 6.2215, 3.1719)  0.682
O (0.3701, 7.3311, 3.6527)  -0.560
O (-0.8348, 5.9901, 2.1676)  -0.358
H (-1.9806, 4.2275, 2.1124)  0.341
H (-0.5834, 4.2709, 0.9815)  -0.324
H (0.6163, 3.1530, 2.8506)  0.158
H (-0.7595, 3.5363, 3.8707)  0.254
C (-0.4263, -1.2581, 0.6201)  -0.020
C (0.5401, -1.2734, -0.5225)  -0.465
O (0.3926, -0.0048, -1.1446)  -0.142
C (0.1429, 0.8494, -0.1510)  0.320
O (0.4238, 2.0299, -0.1106)  -0.441
O (-0.3978, 0.1824, 0.8520)  -0.397
H (-0.0241, -1.6452, 1.5563)  0.405
H (-1.4600, -1.5303, 0.4068)  0.163
H (0.2871, -1.9307, -1.3544)  0.308
H (1.5896, -1.3826, -0.2494)  0.179
C (5.0856, 1.9355, 1.5525)  -0.320
C (4.1344, 1.8506, 0.3404)  0.151
O (4.6561, 0.7435, -0.3586)  -0.200
C (5.7104, 0.2138, 0.2722)  0.590
O (6.3940, -0.7160, -0.1610)  -0.583
O (5.9126, 0.8631, 1.3709)  -0.363
H (4.7328, 1.7932, 2.5740)  0.248
H (5.6337, 2.8751, 1.6212)  0.249
H (4.2158, 2.7311, -0.2969)  0.223
H (3.1525, 1.5137, 0.6727)  -0.029
C (-4.8855, -4.8224, -1.3934)  -0.367
C (-3.5629, -4.3760, -1.9174)  -0.318
O (-3.1237, -3.4004, -1.0086)  -0.129
C (-3.7314, -3.4744, 0.1213)  0.710
O (-3.6983, -2.7133, 1.0661)  -0.581
O (-4.5772, -4.4082, 0.0061)  -0.457
H (-5.0634, -5.8967, -1.3471)  0.266
H (-5.7086, -4.2268, -1.7883)  0.287
H (-3.7588, -3.9772, -2.9127)  0.198
H (-2.8584, -5.2066, -1.8738)  0.342
C (0.6613, 5.3486, -1.0665)  -0.903
C (1.0961, 6.2465, -2.2194)  -0.416
C (0.6678, 7.6691, -2.0966)  -0.481
C (1.2087, 8.6730, -3.1334)  0.013
N (1.6617, 9.4939, -3.8319)  -0.417
H (0.9642, 5.7377, -0.0944)  0.340
H (0.9612, 4.3071, -1.1817)  0.165
H (-0.4201, 5.3535, -0.9303)  0.394
H (0.7749, 5.8237, -3.1713)  0.376
H (2.1785, 6.3699, -2.1836)  0.295
H (1.1789, 7.8880, -1.1591)  0.258
H (-0.3847, 7.9174, -1.9594)  0.397
C (-1.8577, -1.4054, 5.0674)  -1.205
C (-2.8422, -2.0038, 4.0626)  -0.114
C (-2.9151, -3.5735, 4.0353)  0.184
C (-3.6947, -4.1937, 5.1666)  0.168
N (-4.3807, -4.6645, 5.9593)  -0.490
H (-2.2108, -0.4196, 5.3700)  0.330
H (-0.8488, -1.3777, 4.6558)  0.284
H (-1.6494, -1.9736, 5.9740)  0.350
H (-2.6181, -1.5495, 3.0975)  0.089
H (-3.8369, -1.6247, 4.2971)  0.380
H (-2.0011, -4.1670, 4.0589)  0.145
H (-3.2521, -3.8744, 3.0433)  -0.095